The following is a DFT calculation (wB97M-V/def2-TZVPD) of a molecular structure, C7H18I2IrNO3P2 in a non-equilibrium geometry.

Last column: Mulliken spin population.
Atoms and positions in Å:
I 2.6783 -2.2909 2.1919  0.007
I 3.3014 -2.4588 -0.3797  0.007
Ir -0.6862 0.5624 -0.1763  1.385
P 1.2834 1.3807 0.3301  0.221
C 0.7680 2.9238 1.2171  0.024
C 2.8965 1.0778 1.0315  0.055
H 3.4616 2.0174 1.0047  0.013
H 2.4974 2.8468 -1.1229  0.011
H 3.4332 0.3092 0.4746  -0.003
H 2.1661 1.2661 -1.9647  0.009
H 0.3951 2.6036 2.2037  -0.002
H 2.7952 0.7206 2.0520  -0.001
C 1.7451 2.0699 -1.3412  0.018
H 1.6805 3.5216 1.3266  0.009
H 0.8480 2.5004 -1.8260  -0.007
H -0.0264 3.4892 0.6975  0.001
P -0.9754 -1.7660 -0.1175  0.307
C -2.6985 -1.8830 0.4526  0.029
C -1.1113 -2.0953 -1.8885  0.010
H 0.6680 -3.5515 0.0522  -0.004
H -0.9992 -4.2111 0.2422  0.012
H -0.2044 -3.3196 1.5835  0.000
C -0.3148 -3.3703 0.4987  0.042
H -0.1220 -2.3569 -2.2619  0.005
H -1.7994 -2.9170 -2.0589  0.019
H -3.1457 -2.8051 0.0889  0.008
H -3.3009 -1.0338 0.1112  0.000
H -1.4775 -1.2052 -2.4029  0.002
H -2.6847 -1.8920 1.5474  -0.005
C -1.8101 1.1932 1.1456  0.211
O -2.7003 1.5951 1.7679  0.046
O -2.7378 3.2631 -1.6609  0.846
N -1.8228 2.5818 -1.2950  0.492
O -2.0002 1.2336 -1.5235  0.235

Results
2S+1   5
Net charge   +2
HOMO (spin up / spin down)   -15.072 / -15.300 eV
ΔE to the lowest compared entry with this formula, charge and spin   36.3 kcal/mol
<S²>   6.036
M   672.20 g mol⁻¹
Gap between HOMO and LUMO (spin up / spin down)   5.6 / 4.4 eV